Record 1
Computed, not measured: a structure of composition C3H5LiO2Tl in a non-equilibrium geometry, with ωB97M-V/def2-TZVPD.

Summary:
total charge = +1
energy above the lowest of the compared OMol25 structures with the same formula, charge and spin = 37.21 kJ/mol
orbital gap = 5.11 eV
energy = -447.44502 hartree

Cartesian coordinates (Å):
Tl (3.197, -1.594, -0.259)
O (1.261, -0.517, 1.138)
O (-1.000, -0.933, 1.558)
C (0.275, -0.936, 1.617)
C (0.516, 0.778, -1.297)
C (-0.870, 0.868, -1.188)
Li (-1.391, -1.079, 3.496)
H (-1.251, -0.344, 0.681)
H (-1.490, 0.179, -1.754)
H (1.141, 1.591, -0.942)
H (0.936, 0.157, -2.081)
H (-1.324, 1.830, -0.970)

Forces on atoms 1 to 3 (eV/Å):
Tl -0.44 0.20 0.34
O 1.78 2.45 -4.16
O -3.13 3.43 -5.25

Here are the Mulliken charges for atoms 1 to 4, given in e:
1 Tl 0.88
2 O -0.32
3 O -0.01
4 C -0.42



Record 2
Computed, not measured: a structure of composition C3H5LiO3Rh in a non-equilibrium geometry, with ωB97M-V/def2-TZVPD.

Summary:
expectation value of S² = 8.784
total charge = +4
multiplicity = 6
energy above the lowest of the compared OMol25 structures with the same formula, charge and spin = 125.73 kJ/mol
orbital gap (alpha / beta) = 10.62 / 4.01 eV
energy = -458.75091 hartree

Cartesian coordinates (Å):
Rh (-0.266, -0.206, -3.135)
O (0.060, 0.117, -1.249)
O (1.683, -3.074, 2.834)
O (1.655, -1.502, 1.136)
C (1.664, -2.297, 1.989)
C (-1.468, 0.746, 0.255)
C (-0.314, 1.355, -0.629)
Li (2.085, -0.410, -0.413)
H (-0.815, -0.453, -0.240)
H (-1.651, 1.416, 1.098)
H (-0.766, 2.065, -1.332)
H (-2.343, 0.545, -0.368)
H (0.475, 1.696, 0.053)

Forces on atoms 1 to 3 (eV/Å):
Rh -0.48 -0.19 -2.14
O 1.26 -1.77 0.05
O 0.04 -2.55 2.79

Here are the Mulliken charges for atoms 1 to 4, given in e:
1 Rh 1.53
2 O -0.74
3 O 0.29
4 O -0.06



Record 3
Computed, not measured: a structure of composition C3H5LuO3 in a non-equilibrium geometry, with ωB97M-V/def2-TZVPD.

Summary:
expectation value of S² = 0.752
total charge = +3
multiplicity = 2
energy above the lowest of the compared OMol25 structures with the same formula, charge and spin = 27.60 kJ/mol
orbital gap (alpha / beta) = 5.31 / 11.21 eV
energy = -1577.14632 hartree

Cartesian coordinates (Å):
Lu (-0.250, -3.073, 0.931)
O (-1.258, 0.732, 0.206)
O (0.008, -1.016, -0.354)
O (-1.770, -1.501, 0.790)
C (0.908, 0.051, -0.835)
C (0.719, 1.234, 0.056)
C (-1.233, -0.668, 0.047)
H (0.597, 0.256, -1.865)
H (1.079, 1.121, 1.081)
H (0.674, 2.218, -0.412)
H (1.908, -0.389, -0.765)
H (-1.381, 1.036, 1.120)

Forces on atoms 1 to 3 (eV/Å):
Lu -0.22 -0.61 0.10
O 1.18 -1.19 -1.27
O -0.43 -0.74 -0.68

Here are the Mulliken charges for atoms 1 to 4, given in e:
1 Lu 1.42
2 O -0.42
3 O -0.24
4 O -0.49



Record 4
Computed, not measured: a structure of composition C3H5MgO3 in a non-equilibrium geometry, with ωB97M-V/def2-TZVPD.

Summary:
total charge = +1
energy above the lowest of the compared OMol25 structures with the same formula, charge and spin = 133.91 kJ/mol
orbital gap = 4.82 eV
energy = -542.80468 hartree

Cartesian coordinates (Å):
Mg (-2.772, 0.140, -1.302)
O (-0.836, 0.818, -1.020)
O (-1.195, -1.253, -0.582)
O (0.217, -0.741, -2.246)
C (0.392, 0.901, 1.323)
C (-0.519, -0.406, -1.239)
C (0.811, -0.399, 1.402)
H (-0.447, 1.247, 1.931)
H (1.159, -0.206, -2.243)
H (1.777, -0.694, 0.986)
H (0.994, 1.658, 0.815)
H (0.420, -1.065, 2.175)

Forces on atoms 1 to 3 (eV/Å):
Mg 2.61 -0.40 1.47
O -1.13 1.38 -1.57
O -1.12 -0.70 -1.56

Here are the Mulliken charges for atoms 1 to 4, given in e:
1 Mg 1.12
2 O -0.62
3 O -0.65
4 O -0.43